{
  "formula": "C8H10BrIOS",
  "method": "ωB97M-V/def2-TZVPD",
  "smiles": "Brc1ccc(I)cc1.CCSO",
  "relative_energy_kcal_mol": 0.1,
  "e_tot_ev": -99482.1652,
  "total_charge": 0,
  "homo_lumo_gap_ev": 9.1512,
  "species": ["I", "Br", "S", "O", "C", "C", "C", "C", "C", "C", "C", "C", "H", "H", "H", "H", "H", "H", "H", "H", "H", "H"],
  "xyz": [[2.0486, 2.5495, 1.5289], [-0.5931, -3.5857, 2.7845], [1.0433, -0.5962, -2.4629], [0.5316, -1.6572, -1.1699], [1.3107, 0.6452, 1.9064], [0.1066, 0.5291, 2.6302], [-0.4767, -0.7144, 2.8263], [-0.9792, 1.5049, -2.6309], [1.3174, -1.7757, 1.6703], [1.9339, -0.5478, 1.4135], [0.1232, -1.8526, 2.3690], [0.1206, 0.8927, -1.7888], [-1.4307, -0.8503, 3.3106], [-0.2305, -2.2686, -1.4377], [2.9776, -0.6017, 1.2590], [-0.5014, 1.3887, 2.9954], [-0.4872, 2.2774, -3.4035], [1.7161, -2.7716, 1.4407], [-1.5956, 0.7045, -3.1666], [-0.2055, 0.5593, -0.8081], [0.9535, 1.5697, -1.5896], [-1.4703, 2.1155, -1.9766]],
  "atomic_forces_ev_per_a": [[0.2, -0.1, 0.0], [0.1, 0.5, -0.2], [-1.7, -0.4, 1.8], [-0.8, -0.8, -1.4], [-0.6, -1.5, 0.1], [-0.5, 0.7, -0.6], [-0.6, -0.2, 0.2], [2.5, -0.7, -3.5], [-0.1, -0.7, 0.3], [-1.3, 0.4, 2.2], [0.5, -0.3, -0.4], [1.6, -0.7, -0.5], [-0.1, 0.5, 0.3], [1.6, 1.5, 0.1], [0.9, 0.4, -1.2], [1.0, -0.5, -0.4], [-1.2, -2.0, 1.3], [0.5, 0.8, -0.3], [0.6, 1.4, 0.8], [-0.2, -0.2, 0.0], [-0.3, 0.4, 0.0], [-2.1, 1.5, 1.5]]
}